Below is 5 unconnected molecules or ions with the total composition C2H14O4S at a distorted geometry, with properties calculated with ωB97M-V/def2-TZVPD.

The geometry in XYZ format:
```
21
Properties=species:S:1:pos:R:3:forces:R:3
C 3.686 3.551 -3.575 0.0 0.5 0.0
S 2.145 4.336 -3.030 -0.2 -0.5 -0.3
C 2.661 4.986 -1.449 0.0 -0.1 0.7
H 3.520 3.014 -4.507 -0.3 -0.2 0.2
H 4.042 2.905 -2.776 0.1 -0.2 -0.2
H 4.427 4.304 -3.823 0.2 0.1 0.2
H 3.106 5.960 -1.580 0.1 0.3 0.2
H 1.824 5.028 -0.749 -0.3 0.3 -0.4
H 3.340 4.343 -0.899 0.4 -0.3 -0.4
H 1.061 -5.851 1.006 -0.2 -0.2 0.6
H 2.266 -6.379 0.411 0.4 -0.5 0.3
O 1.761 -6.484 1.230 -0.2 0.7 -0.9
H -4.368 -3.339 2.645 -0.3 -0.1 -0.1
H -3.670 -4.612 2.414 -0.1 -0.2 -0.2
O -4.393 -4.093 2.039 0.4 0.2 0.3
H -3.991 -2.711 5.663 0.0 0.1 0.0
H -4.420 -1.785 4.506 0.0 0.0 0.2
O -4.243 -2.704 4.736 0.0 0.0 -0.2
H -2.722 -0.829 -1.079 0.1 -0.4 -0.1
H -3.021 0.610 -0.809 -0.1 0.1 0.2
O -3.011 -0.250 -0.375 0.0 0.4 0.0
```
Positions in Å, forces in eV/Å.

For the energy above the lowest of the compared OMol25 structures with the same formula, charge and spin, the calculation gives 119.6 kJ/mol. The electronic energy is -21325.7736 eV. Its SMILES is CSC.O.O.O.O.

Here are the Mulliken charges for atoms 1 to 5, given in e: atom 1 (C): -0.784, atom 2 (S): -0.067, atom 3 (C): -0.821, atom 4 (H): 0.291, atom 5 (H): 0.253

***

Below is 5 unconnected molecules or ions with the total composition C2H14O4S at a distorted geometry, with properties calculated with ωB97M-V/def2-TZVPD.

The geometry in XYZ format:
```
21
Properties=species:S:1:pos:R:3:forces:R:3
C -1.255 2.848 3.659 -0.2 0.9 -1.6
C -0.923 2.018 2.424 -1.8 -2.0 -0.4
S 0.123 2.567 1.075 -0.3 0.6 -0.1
H -2.314 2.667 3.880 0.6 -0.6 0.9
H -1.362 3.874 3.293 0.5 0.3 0.2
H -0.495 2.803 4.437 -0.5 -0.1 0.2
H -0.617 0.995 2.605 0.6 -0.1 0.9
H -1.899 1.737 1.966 0.5 0.8 -0.2
H 0.971 3.206 1.854 0.7 0.2 0.2
H -2.463 -3.954 -2.714 1.0 0.0 0.0
H -3.894 -3.984 -2.901 -0.7 0.0 0.0
O -3.255 -3.828 -2.207 -0.3 0.0 0.0
H 2.500 -3.434 -1.526 0.0 -0.1 0.0
H 2.950 -2.305 -0.606 0.1 0.1 0.8
O 2.722 -2.502 -1.503 -0.3 0.2 -0.6
H -1.028 0.887 -0.464 0.1 0.1 0.8
H -1.272 0.556 -1.837 -0.6 -0.3 -0.2
O -1.749 0.545 -0.993 0.6 0.1 -0.7
H 3.784 -1.264 -3.250 -0.9 -0.4 0.0
H 5.160 -1.557 -3.425 0.6 -0.5 -0.4
O 4.318 -1.874 -3.768 0.5 0.8 0.2
```
Positions in Å, forces in eV/Å.

For the energy above the lowest of the compared OMol25 structures with the same formula, charge and spin, the calculation gives 165.2 kJ/mol. The electronic energy is -21325.3010 eV. Its SMILES is CCS.O.O.O.O.

Here are the Mulliken charges for atoms 1 to 5, given in e: atom 1 (C): -0.988, atom 2 (C): -0.519, atom 3 (S): -0.272, atom 4 (H): 0.317, atom 5 (H): 0.320

***

Below is 5 unconnected molecules or ions with the total composition C2H14O4S at a distorted geometry, with properties calculated with ωB97M-V/def2-TZVPD.

The geometry in XYZ format:
```
21
Properties=species:S:1:pos:R:3:forces:R:3
C 2.271 2.616 0.820 0.0 0.8 1.9
C 2.021 1.528 -0.201 0.4 -1.2 -0.4
S 3.464 0.721 -1.065 0.3 0.6 0.5
H 1.501 3.466 0.816 1.0 -1.4 -0.3
H 2.193 2.137 1.809 0.1 0.4 -0.1
H 3.274 3.111 0.825 -0.7 -0.6 -0.5
H 1.471 2.012 -0.963 -0.8 -0.1 -1.1
H 1.487 0.597 0.166 0.3 1.5 0.0
H 4.476 1.528 -0.648 -0.5 -0.2 -0.1
H -2.477 -1.762 2.923 2.8 -0.4 -1.6
H -1.648 -1.387 1.642 -0.3 0.4 -0.5
O -1.566 -1.904 2.440 -2.6 0.0 2.0
H -0.902 -1.624 -2.195 0.1 1.7 0.5
H -0.003 -0.419 -1.516 -2.9 -0.9 -1.6
O -0.914 -0.643 -1.993 2.7 -0.7 1.1
H -3.525 0.922 -0.474 -0.4 0.3 0.1
H -2.349 0.020 -0.902 -1.1 1.0 2.8
O -2.835 0.419 -0.044 1.7 -1.4 -2.9
H -2.619 -4.080 -0.173 -0.9 -0.9 1.1
H -1.196 -3.715 -0.513 -0.6 0.1 0.0
O -2.125 -3.542 -0.752 1.6 0.9 -1.0
```
Positions in Å, forces in eV/Å.

For the energy above the lowest of the compared OMol25 structures with the same formula, charge and spin, the calculation gives 161.1 kJ/mol. The electronic energy is -21325.3434 eV. Its SMILES is CCS.O.O.O.O.

Here are the Mulliken charges for atoms 1 to 5, given in e: atom 1 (C): -0.938, atom 2 (C): -0.180, atom 3 (S): -0.235, atom 4 (H): 0.262, atom 5 (H): 0.260

***

Below is 6 unconnected molecules or ions with the total composition C2H14O5 at a distorted geometry, with properties calculated with ωB97M-V/def2-TZVPD.

The geometry in XYZ format:
```
21
Properties=species:S:1:pos:R:3:forces:R:3
C 0.588 0.363 2.659 -2.2 -0.1 0.2
C 1.069 1.024 1.628 1.1 -0.1 -0.9
H 0.127 0.816 3.535 1.1 0.3 0.4
H 0.155 -0.626 2.524 0.3 -0.1 -0.3
H 1.563 1.992 1.618 -0.6 0.2 0.5
H 1.150 0.538 0.660 0.2 -0.2 0.2
H 1.429 -0.504 -2.769 -0.1 0.0 -0.4
H 1.112 0.821 -1.998 -0.2 -0.4 -0.2
O 1.594 -0.034 -1.955 0.2 0.2 0.5
H -0.667 1.655 -1.036 -0.2 -0.7 -0.7
H -0.148 2.832 -1.707 0.1 -0.5 -0.9
O -0.309 1.890 -1.934 0.1 1.4 1.6
H -2.353 0.640 -0.989 -0.3 0.3 -0.1
H -1.885 -0.003 0.249 0.1 -0.1 0.6
O -2.047 0.887 -0.108 0.0 -0.4 -0.4
H -2.174 -2.576 0.951 0.0 0.1 0.0
H -0.779 -2.088 0.492 0.4 0.0 0.0
O -1.635 -1.788 0.832 -0.1 0.0 0.0
H 1.140 -1.261 -0.760 0.4 -0.1 0.2
H 1.853 -2.110 0.368 -0.2 0.2 -0.3
O 1.063 -2.053 -0.185 -0.3 -0.2 0.2
```
Positions in Å, forces in eV/Å.

For the energy above the lowest of the compared OMol25 structures with the same formula, charge and spin, the calculation gives 89.8 kJ/mol. The electronic energy is -12538.2272 eV. Its SMILES is C=C.O.O.O.O.O.

Here are the Mulliken charges for atoms 1 to 5, given in e: atom 1 (C): -0.436, atom 2 (C): -0.173, atom 3 (H): 0.266, atom 4 (H): 0.203, atom 5 (H): 0.257

***

So what do the calculations give for orbital gap? Going down the list: 0.3389; 0.3552; 0.3467; 0.3884 Eh.
So what do the calculations give for E_LUMO? Going down the list: 0.64; 0.46; 0.29; 0.63 eV.